(1)
Here is the ion C4H11N4O with charge +1 from OMol25. Energies are from the ωB97M-V functional and the def2-TZVPD basis.

CARTESIAN COORDINATES (ANGSTROEM)
O  -0.6865  0.0678  1.3607
N  -0.4103  -0.7383  -0.8009
N  0.6450  -1.8805  0.9070
N  -0.9706  2.9184  -0.2682
N  1.6053  -1.7802  -1.1959
C  0.3383  -0.7618  1.8303
C  0.6284  -1.4731  -0.4198
C  -1.4142  1.5165  -0.4122
C  -0.4064  0.5027  0.0910
H  0.5904  0.9510  0.0448
H  -2.3445  1.4104  0.1258
H  -0.5712  3.2245  -1.1479
H  1.6534  -1.4223  -2.1402
H  2.3610  -2.3857  -0.9026
H  1.2492  -0.2249  2.0736
H  -0.3431  -0.4782  -1.7823
H  -1.5787  1.3405  -1.4652
H  -0.1319  -2.5396  0.9697
H  -0.1965  2.9545  0.3864
H  -0.0173  -1.2014  2.7458

Properties
SMILES = NC[C@@H]1NC(N)=[NH+]CO1
energy relative to the best compared isomer or geometry (same formula, charge and spin) = 18.35 kcal per mole
frontier orbital gap = 9.1162 eV
HOMO = -13.179 eV
spin multiplicity = 1
LUMO = -4.063 eV
total charge = +1

***

(2)
Here is an isolated molecule of C4H8N2O from OMol25. Energies are from the ωB97M-V functional and the def2-TZVPD basis.

CARTESIAN COORDINATES (ANGSTROEM)
O  0.7770  -0.5706  -1.3417
N  -0.2386  -0.7124  1.1028
N  0.2661  0.2624  0.4379
C  0.2160  0.2884  -2.1241
C  0.7658  -1.5316  1.8017
C  -0.3311  1.4317  -1.6311
C  -0.6182  1.2724  -0.1315
H  -0.7398  2.3277  -1.9828
H  -1.1193  -0.9699  0.7423
H  0.1395  -1.9646  2.6860
H  0.9313  -2.2688  1.0603
H  -1.6079  0.9138  0.1376
H  0.1533  0.2932  -3.2128
H  1.6505  -0.8034  1.9152
H  -0.2445  2.0317  0.5402

Properties
energy relative to the best compared isomer or geometry (same formula, charge and spin) = 49.02 kcal per mole
frontier orbital gap (spin up / spin down) = 6.5248 / 6.8854 eV
HOMO (spin up / spin down) = -5.521 / -8.429 eV
spin multiplicity = 3
LUMO (spin up / spin down) = 1.004 / -1.543 eV

***

(3)
Here is an isolated molecule of C6H12O from OMol25. Energies are from the ωB97M-V functional and the def2-TZVPD basis.

CARTESIAN COORDINATES (ANGSTROEM)
O  0.8732  -0.3255  1.5872
C  1.1520  0.5843  -0.5835
C  0.4983  -0.2686  0.4326
C  -1.8324  -0.2160  0.5315
C  -1.4829  1.2756  0.6789
C  -0.6845  -1.0275  -0.1028
C  2.1837  -0.6005  -0.8884
H  -2.7564  -0.3514  -0.0343
H  3.1766  -0.2842  -0.5843
H  2.1354  -0.9063  -1.9297
H  -1.4798  1.8068  -0.2788
H  -2.1517  1.7884  1.3668
H  0.5077  0.8711  -1.4369
H  2.0179  -1.5321  -0.3056
H  1.5598  1.5083  -0.1394
H  -0.6698  -2.0679  0.2280
H  -1.9729  -0.6267  1.5327
H  -0.7178  -1.0158  -1.2003
H  -0.4984  1.3694  1.1397

Properties
SMILES = CCCC(=O)CC
energy relative to the best compared isomer or geometry (same formula, charge and spin) = 29.40 kcal per mole
frontier orbital gap = 10.2150 eV
HOMO = -9.221 eV
spin multiplicity = 1
LUMO = 0.994 eV

***

(4)
Here is a structure of composition C21H35CaF13NO5P2 from OMol25. Energies are from the ωB97M-V functional and the def2-TZVPD basis.

CARTESIAN COORDINATES (ANGSTROEM)
Ca  3.0710  2.8770  5.5911
P  1.5445  0.3793  0.3482
P  3.7879  0.6952  -0.6386
F  -5.1873  1.1339  -2.8394
F  -2.3400  0.7030  2.7862
F  -3.6287  -1.8265  0.7339
F  -4.2003  -0.4411  -1.7471
F  -2.8229  1.1054  0.6867
F  -5.8032  -1.0038  2.6931
F  -7.2901  1.0201  -1.0534
F  -3.5122  -1.5200  2.8783
F  -7.3513  -0.0263  1.0841
F  -5.3754  1.7823  -0.3280
F  -6.2043  -1.5925  0.0699
F  -6.1695  -0.7801  -2.5808
F  -5.1003  1.0034  2.1911
O  5.0394  0.3272  0.2880
O  3.0144  0.3533  2.8801
O  3.1784  4.3278  -0.4157
O  4.1436  0.1168  -2.0963
O  -0.5050  -0.7355  -4.0529
N  4.0282  3.6511  -2.4561
C  0.7999  -0.3232  -1.2481
C  -5.1674  -0.2730  1.7583
C  1.8416  2.7268  -1.5599
C  2.7435  -2.3023  -0.2907
C  -0.0724  -2.0656  -4.2538
C  -1.1750  -0.4826  -2.8339
C  0.6238  -3.2943  1.4003
C  2.3271  -1.3721  0.8639
C  -6.1640  -0.3224  0.5275
C  -3.7037  -0.8839  1.6952
C  1.6101  -2.2319  1.9184
C  3.0615  3.6149  -1.3945
C  -1.2277  -0.5888  1.1412
C  3.1633  1.0033  4.0868
C  -5.3849  0.1218  -2.0014
C  2.5025  1.2359  1.8647
C  1.2702  2.2062  -0.2329
C  -0.0209  0.3104  1.4164
C  -0.3361  0.4272  -1.9468
C  -6.0338  0.6732  -0.6982
C  -2.5056  0.1044  1.5580
H  0.0511  1.1770  -2.6327
H  1.9854  1.9919  -2.3506
H  5.5490  -0.4720  0.0868
H  1.5667  -0.5192  -2.0011
H  -1.1769  -1.4758  1.7711
H  3.7203  1.9496  3.8852
H  1.6609  2.8964  0.5145
H  -0.9230  -2.7458  -4.3323
H  -1.3676  -0.9399  0.1231
H  -0.3732  1.3409  1.4814
H  4.7610  -0.6243  -2.1750
H  0.5726  -2.4057  -3.4377
H  2.4159  -2.7844  2.4125
H  3.1841  -3.1957  0.1635
H  1.0891  -4.2737  1.3470
H  0.2126  -3.0527  0.4220
H  3.5640  3.8699  -3.3322
H  0.2809  0.1086  2.4420
H  -2.1152  0.0204  -3.0640
H  1.0916  3.4109  -1.9787
H  1.9383  -2.6572  -0.9212
H  3.3271  1.8747  1.5214
H  3.7154  0.3708  4.7932
H  0.4160  -1.3125  -0.9895
H  1.7670  1.9077  2.3210
H  1.1598  -1.6696  2.7292
H  -1.0114  0.9144  -1.2425
H  0.4867  -2.0794  -5.1831
H  0.1997  2.3925  -0.2264
H  4.4400  2.7338  -2.5798
H  -0.2301  -3.3776  2.0707
H  2.1537  1.2413  4.5053
H  3.2971  -1.1340  1.2982
H  3.5414  -1.8913  -0.9043
H  -1.4191  -1.4236  -2.3302

Properties
frontier orbital gap = 2.2215 eV
HOMO = -8.173 eV
spin multiplicity = 1
LUMO = -5.952 eV
total charge = +1

***

(5)
Here is a structure of composition C35H52AsOP3SeY from OMol25. Energies are from the ωB97M-V functional and the def2-TZVPD basis.

CARTESIAN COORDINATES (ANGSTROEM)
Y  0.3877  0.2153  0.6459
Se  -0.7087  3.4314  -3.0371
As  1.2285  -3.2609  1.9486
P  2.5779  0.8129  -0.8523
P  -2.2684  0.6014  1.1648
P  -0.4117  -1.4327  -1.5666
O  0.7263  -1.6170  1.6009
C  -3.6752  0.8013  0.0530
C  3.9664  -0.3093  -0.4927
C  -0.6472  -6.1977  -0.4671
C  -0.4040  5.1600  -0.7300
C  1.2274  -4.7802  4.3356
C  -2.7391  -0.8353  2.1968
C  2.5232  0.8473  -2.6635
C  4.0462  -3.0373  2.4042
C  1.2607  1.4970  2.2371
C  -1.5151  7.3134  -0.3922
C  -2.1552  7.1123  -1.6240
C  3.3210  2.4367  -0.4835
C  -1.0234  4.9847  -1.9732
C  0.9513  -2.6145  -1.9017
C  -1.9247  -6.3026  0.0936
C  4.9071  -4.1026  -0.0352
C  -0.9844  -0.9640  -3.2160
C  5.8520  -3.6549  0.8992
C  -1.7331  -2.5334  -0.9561
C  -2.2090  -5.6139  1.2792
C  0.5143  -2.4752  4.6740
C  -2.5220  1.9789  2.3235
C  0.9395  -5.0672  5.6716
C  -1.2575  -4.7558  1.8522
C  0.4322  -4.0701  6.5079
C  3.5386  -3.9751  0.2265
C  -0.0009  -4.5763  1.2320
C  0.9958  2.7667  1.8352
C  3.0995  -3.4414  1.4514
C  5.4135  -3.1315  2.1251
C  -0.6206  6.3118  0.0320
C  -1.9289  5.9714  -2.4026
C  0.2229  -2.7755  6.0088
C  0.3329  -5.4049  0.1463
C  1.0002  -3.4850  3.8353
H  -1.3925  -3.0888  -0.0787
H  0.5479  -3.5124  -2.3905
H  2.6538  3.2312  -0.8438
H  4.6404  0.1732  0.2267
H  3.6287  -1.2642  -0.0682
H  3.7094  -2.6287  3.3627
H  2.8334  -4.2639  -0.5510
H  1.4402  -2.9256  -0.9654
H  0.3522  -1.4656  4.2876
H  2.1718  -0.1092  -3.0756
H  -2.1448  2.9217  1.9139
H  -3.7824  -0.6690  2.5103
H  -1.2256  -1.8682  -3.7983
H  6.1364  -2.7854  2.8641
H  0.2374  4.3684  -0.3515
H  5.2292  -4.5377  -0.9859
H  -1.7302  8.1959  0.2301
H  1.1092  -6.0823  6.0363
H  1.3598  -5.4359  -0.2225
H  -2.6698  -1.7893  1.6573
H  0.4088  0.9279  2.7222
H  -3.1779  -5.7307  1.7654
H  -2.0293  1.7872  3.2834
H  -3.8684  -0.1007  -0.5359
H  -1.8911  -0.3504  -3.1175
H  6.9178  -3.7089  0.6691
H  -4.5501  1.0282  0.6759
H  -2.6755  -6.9266  -0.3823
H  -3.4784  1.6381  -0.6264
H  -0.1779  -1.9937  6.6580
H  3.4565  2.5527  0.5987
H  -0.2114  -0.3757  -3.7336
H  -2.4608  5.8438  -3.3413
H  1.6701  3.4773  1.3416
H  -2.1014  -0.8980  3.0900
H  1.6073  -5.5622  3.6742
H  0.1932  -4.3003  7.5498
H  3.5472  1.0566  -3.0088
H  1.8467  1.6512  -2.9899
H  0.1056  3.2821  2.2000
H  4.5007  -0.5188  -1.4297
H  -0.1099  6.4256  0.9901
H  -0.4019  -6.7290  -1.3895
H  2.2283  0.9923  2.2978
H  -2.8691  7.8611  -1.9721
H  -3.6057  2.0475  2.4827
H  4.2924  2.4842  -0.9947
H  -2.0737  2.9429  -2.7677
H  1.7248  -2.1658  -2.5417
H  -1.9922  -3.2540  -1.7371
H  -2.6263  -1.9629  -0.6861
H  -1.4864  -4.2161  2.7758

Properties
energy relative to the best compared isomer or geometry (same formula, charge and spin) = 0.00 kcal per mole
frontier orbital gap = 6.1269 eV
HOMO = -15.275 eV
spin multiplicity = 1
LUMO = -9.148 eV
total charge = +3

***

(6)
Here is an isolated molecule of C5H6O2 from OMol25. Energies are from the ωB97M-V functional and the def2-TZVPD basis.

CARTESIAN COORDINATES (ANGSTROEM)
O  0.2677  -2.0136  0.0598
O  -1.7252  -0.5579  -0.7401
C  -0.1421  1.2798  -0.9445
C  1.0128  -1.3608  0.7732
C  0.8400  0.0978  1.0854
C  0.9480  1.1018  -0.0739
C  -1.3492  0.6218  -1.1315
H  1.8689  -1.8756  1.2413
H  -0.9604  -1.1092  -0.3924
H  1.6047  0.3450  1.8282
H  -0.1426  0.1830  1.5804
H  -2.1320  1.1145  -1.7135
H  -0.0906  2.1731  -1.5726

Properties
energy relative to the best compared isomer or geometry (same formula, charge and spin) = 95.40 kcal per mole
frontier orbital gap = 7.1863 eV
HOMO = -7.761 eV
spin multiplicity = 1
LUMO = -0.575 eV

***

no.,E_tot (eV)
1,-12327.17975
2,-9298.53776
3,-8463.07907
4,-106402.13663
5,-194257.40393
6,-9372.95860